An isolated molecule of C22H18N4O3S in a non-equilibrium geometry. Source: the Open Molecules 2025 dataset; level of theory: wB97M-V/def2-TZVPD.

Computed properties:
relative energy (zero: lowest compared OMol25 entry of this formula, charge and spin): 93.01 kJ/mol
SMILES: C[C@@H](OC(=O)c1cccnc1SCc1cc(=O)n2ccccc2n1)c1ccccn1
Kohn-Sham gap: 8.43 eV
highest occupied orbital energy: -8.186 eV
maximum force: 1.191 eV/A
E_tot: -46045.0908 eV

```
! RIJCOSX wB97M-V def2-TZVPD def2/J DEFGRID3
* xyz 0 1
C 3.318 -4.292 0.592
H 3.164 -5.343 0.368
H 3.275 -4.140 1.667
H 4.298 -3.987 0.231
C 2.233 -3.471 -0.096
C 2.268 -3.688 -1.591
N 1.589 -4.740 -2.024
C 1.583 -4.996 -3.319
C 2.249 -4.218 -4.254
C 2.971 -3.127 -3.798
C 2.990 -2.858 -2.440
H 3.543 -2.018 -2.047
H 3.511 -2.494 -4.488
H 2.205 -4.459 -5.304
H 1.011 -5.865 -3.616
H 1.241 -3.772 0.261
O 2.455 -2.100 0.251
C 1.540 -1.225 -0.177
O 0.562 -1.533 -0.823
C 1.838 0.160 0.204
C 2.960 0.519 0.943
C 3.175 1.853 1.246
C 2.252 2.779 0.776
N 1.185 2.457 0.077
C 0.953 1.181 -0.204
S -0.464 0.772 -1.122
C -1.238 2.439 -1.300
C -2.399 2.540 -0.374
C -3.686 2.350 -0.804
C -4.786 2.426 0.093
O -5.967 2.295 -0.158
N -4.391 2.700 1.452
C -5.368 2.784 2.392
C -5.087 3.040 3.693
C -3.740 3.223 4.082
C -2.756 3.140 3.148
C -3.061 2.871 1.785
N -2.095 2.801 0.909
H -1.714 3.269 3.386
H -3.506 3.426 5.115
H -5.881 3.101 4.418
H -6.366 2.631 2.006
H -3.912 2.136 -1.835
H -1.543 2.526 -2.340
H -0.462 3.152 -1.033
H 2.373 3.838 0.965
H 4.031 2.167 1.820
H 3.646 -0.249 1.268
*
```

A structure of composition C22H19BrN2O2PdTe. Source: the Open Molecules 2025 dataset; level of theory: wB97M-V/def2-TZVPD.

Computed properties:
relative energy (zero: lowest compared OMol25 entry of this formula, charge and spin): 0.00 kJ/mol
Kohn-Sham gap (alpha / beta): 6.90 / 5.67 eV
highest occupied orbital energy (alpha / beta): -14.059 / -14.579 eV
maximum force: 0.115 eV/A
expectation value of S²: 6.09
E_tot: -110993.5582 eV

```
! RIJCOSX wB97M-V def2-TZVPD def2/J DEFGRID3
* xyz 2 5
Pd 1.559 0.915 0.106
O 1.887 1.084 2.300
C 1.197 0.164 3.129
C 0.845 0.612 4.388
C 0.208 -0.254 5.264
C -0.061 -1.558 4.876
C 0.290 -1.985 3.605
C 0.916 -1.129 2.703
C 1.176 -1.631 1.287
O 2.137 -1.034 0.560
N -0.175 -1.454 0.575
N -0.434 -0.274 0.145
C -1.603 0.024 -0.403
C -1.856 1.291 -0.932
Br -0.447 2.564 -1.008
C -3.050 1.690 -1.522
C -4.335 1.110 -1.395
C -5.280 1.418 -2.405
C -6.535 0.857 -2.380
C -6.892 0.020 -1.325
C -5.998 -0.247 -0.283
C -4.734 0.289 -0.311
H 2.828 0.860 2.354
H 1.090 1.625 4.675
H -0.061 0.088 6.254
H -0.536 -2.244 5.563
H 0.088 -3.009 3.310
H 1.318 -2.719 1.314
H -0.889 -2.182 0.563
H -2.364 -0.744 -0.506
H -2.986 2.553 -2.177
H -4.993 2.079 -3.213
H -7.245 1.074 -3.165
H -7.887 -0.405 -1.293
H -6.316 -0.851 0.555
H -4.075 0.149 0.535
Te 3.789 2.209 -0.491
C 4.659 0.888 -1.802
C 4.276 -0.458 -1.878
C 4.915 -1.285 -2.781
C 5.924 -0.783 -3.600
C 6.309 0.551 -3.516
C 5.684 1.392 -2.616
H 3.518 -0.855 -1.215
H 4.637 -2.328 -2.846
H 6.419 -1.439 -4.303
H 7.099 0.930 -4.148
H 5.986 2.429 -2.545
*
```

An isolated molecule of C22H19F2N5OS in a non-equilibrium geometry. Source: the Open Molecules 2025 dataset; level of theory: wB97M-V/def2-TZVPD.

Computed properties:
relative energy (zero: lowest compared OMol25 entry of this formula, charge and spin): 0.00 kJ/mol
SMILES: Cn1cccc1Cc1nnc(SCC(=O)Nc2ccc(F)cc2)n1-c1ccc(F)cc1
Kohn-Sham gap: 8.61 eV
highest occupied orbital energy: -8.022 eV
maximum force: 1.098 eV/A
E_tot: -48891.1787 eV

```
! RIJCOSX wB97M-V def2-TZVPD def2/J DEFGRID3
* xyz 0 1
C 2.620 2.137 0.589
N 1.435 2.248 -0.214
C 0.447 3.165 -0.053
C -0.509 2.958 -1.010
C -0.080 1.870 -1.791
C 1.129 1.460 -1.283
C 1.997 0.313 -1.703
C 1.629 -0.857 -0.863
N 2.138 -1.168 0.295
N 1.465 -2.220 0.792
C 0.530 -2.527 -0.064
N 0.581 -1.694 -1.147
C -0.325 -1.644 -2.226
C -1.659 -1.344 -1.975
C -2.552 -1.278 -3.026
C -2.092 -1.510 -4.311
C -0.768 -1.814 -4.575
C 0.122 -1.885 -3.519
H 1.157 -2.136 -3.696
H -0.449 -1.994 -5.589
F -2.958 -1.439 -5.338
H -3.592 -1.048 -2.860
H -1.995 -1.163 -0.965
S -0.660 -3.792 0.084
C -1.095 -3.536 1.845
H -1.972 -4.161 2.006
H -0.261 -3.864 2.463
C -1.454 -2.068 2.025
O -2.517 -1.622 1.655
N -0.451 -1.350 2.592
C -0.383 0.030 2.807
C -1.435 0.898 2.524
C -1.299 2.251 2.770
C -0.116 2.724 3.306
C 0.942 1.881 3.594
C 0.805 0.532 3.336
H 1.625 -0.141 3.539
H 1.852 2.279 4.014
F 0.021 4.048 3.544
H -2.101 2.937 2.550
H -2.352 0.513 2.113
H 0.432 -1.829 2.731
H 3.052 0.541 -1.551
H 1.818 0.091 -2.755
H -0.589 1.445 -2.634
H -1.411 3.521 -1.143
H 0.498 3.903 0.722
H 2.532 2.807 1.442
H 2.741 1.111 0.943
H 3.506 2.420 0.013
*
```

A structure of composition C22H19I2N5O2PtS2. Source: the Open Molecules 2025 dataset; level of theory: wB97M-V/def2-TZVPD.

Computed properties:
relative energy (zero: lowest compared OMol25 entry of this formula, charge and spin): 7.69 kJ/mol
Kohn-Sham gap (alpha / beta): 7.34 / 6.15 eV
highest occupied orbital energy (alpha / beta): -13.053 / -13.963 eV
maximum force: 0.245 eV/A
expectation value of S²: 6.06
E_tot: -75769.6594 eV

```
! RIJCOSX wB97M-V def2-TZVPD def2/J DEFGRID3
* xyz 2 5
Pt 0.377 -0.348 0.798
I 1.100 5.987 -3.767
C 0.947 4.073 -3.059
C 0.174 3.131 -3.756
C 0.076 1.849 -3.284
I -1.078 0.449 -4.264
C 0.750 1.447 -2.064
O 0.636 0.290 -1.614
C 1.537 2.453 -1.369
C 2.304 2.041 -0.145
N 1.440 1.631 0.990
C 0.426 2.632 1.370
C -0.845 2.436 0.576
C -1.618 3.504 0.156
C -2.787 3.252 -0.548
C -3.144 1.942 -0.818
C -2.318 0.926 -0.372
N -1.199 1.171 0.311
C 1.625 3.716 -1.870
H -0.341 3.424 -4.660
H 2.948 1.192 -0.381
H 2.938 2.872 0.174
H 2.040 1.429 1.785
H 0.206 2.498 2.431
H 0.797 3.651 1.235
H -1.306 4.517 0.372
H -3.407 4.072 -0.886
H -4.044 1.708 -1.368
H -2.522 -0.118 -0.567
H 2.227 4.462 -1.366
O 2.219 -0.980 2.029
N 1.938 -1.870 2.951
C 2.957 -2.603 3.445
C 2.748 -3.506 4.459
C 1.471 -3.671 4.985
C 0.434 -2.929 4.463
C 0.664 -2.028 3.425
S -0.618 -1.117 2.711
H 3.914 -2.398 2.990
H 3.590 -4.071 4.833
H 1.294 -4.372 5.789
H -0.575 -3.026 4.837
S 0.768 -2.510 -0.274
C -0.650 -2.962 -1.108
N -0.570 -4.109 -1.851
C -1.604 -4.599 -2.557
C -2.791 -3.927 -2.539
C -2.826 -2.757 -1.775
N -1.799 -2.284 -1.089
H 0.318 -4.596 -1.858
H -1.428 -5.515 -3.104
H -3.651 -4.282 -3.084
H -3.740 -2.176 -1.718
*
```

A structure of composition C22H19N4O5S3TeV. Source: the Open Molecules 2025 dataset; level of theory: wB97M-V/def2-TZVPD.

Computed properties:
relative energy (zero: lowest compared OMol25 entry of this formula, charge and spin): 41.33 kJ/mol
Kohn-Sham gap (alpha / beta): 6.30 / 5.69 eV
highest occupied orbital energy (alpha / beta): -3.954 / -3.346 eV
maximum force: 0.877 eV/A
expectation value of S²: 0.75
E_tot: -104809.0705 eV

```
! RIJCOSX wB97M-V def2-TZVPD def2/J DEFGRID3
* xyz -1 2
V 0.746 0.018 0.897
N 1.827 -3.550 7.611
C 1.241 -2.810 6.588
C 1.428 -3.174 5.256
C 0.880 -2.416 4.235
C 0.139 -1.287 4.547
C -0.043 -0.902 5.867
C 0.499 -1.663 6.884
S -0.528 -0.292 3.261
O -0.505 -1.186 2.072
O -1.846 0.179 3.606
N 0.557 0.862 3.151
C 0.176 2.020 2.515
N 0.154 3.191 3.146
C -0.199 4.254 2.435
C -0.557 4.203 1.098
C -0.491 2.957 0.502
N -0.130 1.893 1.200
H 2.052 -4.504 7.386
H 1.410 -3.446 8.521
H 2.018 -4.050 5.015
H 1.041 -2.685 3.199
H -0.613 -0.010 6.093
H 0.359 -1.367 7.917
H -0.206 5.199 2.969
H -0.848 5.084 0.547
H -0.710 2.788 -0.546
O 2.640 0.702 0.216
S 2.617 -0.662 -0.449
O 2.269 -1.592 0.671
O 3.809 -0.985 -1.184
S 0.861 -0.584 -1.499
Te -2.980 -0.409 -0.135
C -4.494 -0.061 1.298
C -5.051 -1.128 1.993
C -6.024 -0.905 2.958
C -6.449 0.386 3.232
C -5.892 1.456 2.546
C -4.914 1.233 1.588
C -4.250 -0.217 -1.822
C -4.899 -1.327 -2.355
C -5.741 -1.191 -3.450
C -5.941 0.055 -4.026
C -5.290 1.166 -3.507
C -4.448 1.028 -2.412
H -4.714 -2.136 1.788
H -6.447 -1.744 3.498
H -7.205 0.561 3.988
H -6.209 2.468 2.766
H -4.465 2.072 1.070
H -4.742 -2.303 -1.913
H -6.240 -2.063 -3.855
H -6.597 0.160 -4.881
H -5.434 2.141 -3.956
H -3.936 1.896 -2.015
*
```

A structure of composition C22H19N4O6Tc. Source: the Open Molecules 2025 dataset; level of theory: wB97M-V/def2-TZVPD.

Computed properties:
relative energy (zero: lowest compared OMol25 entry of this formula, charge and spin): 0.00 kJ/mol
Kohn-Sham gap (alpha / beta): 6.95 / 7.21 eV
highest occupied orbital energy (alpha / beta): -11.294 / -11.527 eV
maximum force: 0.393 eV/A
expectation value of S²: 0.76
E_tot: -43563.1912 eV

```
! RIJCOSX wB97M-V def2-TZVPD def2/J DEFGRID3
* xyz 1 2
Tc 0.489 -0.611 0.046
O 0.424 -0.263 1.950
C 1.470 0.039 2.718
C 1.191 0.504 4.006
C 2.204 0.846 4.873
C 3.545 0.733 4.493
C 3.839 0.269 3.238
C 2.825 -0.082 2.323
C 3.258 -0.585 1.054
N 2.497 -0.894 0.062
C 3.089 -1.478 -1.161
C 1.988 -1.726 -2.206
N 0.953 -0.700 -2.019
C 0.736 0.153 -2.945
C 0.029 1.390 -2.748
C -0.375 2.153 -3.854
C -0.882 3.420 -3.689
C -0.943 3.963 -2.403
C -0.531 3.239 -1.303
C -0.062 1.933 -1.458
O 0.330 1.257 -0.375
H 0.152 0.581 4.297
H 1.955 1.206 5.864
H 4.335 1.001 5.179
H 4.873 0.162 2.928
H 4.333 -0.733 0.939
H 3.566 -2.425 -0.911
H 3.851 -0.800 -1.549
H 1.544 -2.706 -2.052
H 2.405 -1.676 -3.212
H 1.181 -0.017 -3.927
H -0.275 1.728 -4.846
H -1.202 3.999 -4.543
H -1.310 4.972 -2.266
H -0.556 3.663 -0.307
C -2.735 1.406 0.707
C -2.708 -0.050 0.422
N -1.651 -0.786 0.152
C -2.068 -2.087 0.005
C -3.419 -2.149 0.162
N -3.801 -0.847 0.413
C -4.343 -3.318 0.175
O -5.637 -3.057 -0.130
O -3.984 -4.407 0.483
C -0.993 -3.075 -0.270
O -1.131 -4.210 -0.589
O 0.226 -2.491 -0.130
H -1.827 1.684 1.236
H -3.599 1.663 1.318
H -2.782 1.979 -0.220
H -4.719 -0.537 0.688
H -5.751 -2.236 -0.618
*
```